ORCA calculation (the ωB97M-V functional and the def2-TZVPD basis) on a gas-phase ion, C5H10NO2 (charge -1) at a distorted geometry.

Structure (ORCA input):
```
! RIJCOSX wB97M-V def2-TZVPD def2/J DEFGRID3
* xyz -1 1
C -0.341 -1.184 1.507
N 0.249 -0.035 0.929
C -0.100 1.159 1.558
C 1.072 -1.087 -1.259
C 0.304 0.150 -0.623
C -0.943 0.662 -1.425
O -0.942 1.938 -1.199
O -0.189 -2.319 1.107
H -0.817 -1.131 2.485
H -0.816 1.152 2.366
H 0.892 1.529 2.051
H -0.400 1.916 0.805
H 0.322 -1.595 -1.902
H 1.343 -1.757 -0.382
H 2.024 -0.871 -1.731
H 1.065 0.927 -0.614
H -0.837 0.337 -2.552
H -1.886 0.211 -1.121
*
```

Summary:
**ΔE to the lowest compared entry with this formula, charge and spin**: 352.1 kJ/mol
**SMILES**: C[C@@H](C[O-])N(C)C=O
**LUMO**: 0.1462 hartree
**Kohn-Sham gap**: 6.60 eV

=====

ORCA calculation (the ωB97M-V functional and the def2-TZVPD basis) on C2H3N in the gas phase.

Structure (ORCA input):
```
! RIJCOSX wB97M-V def2-TZVPD def2/J DEFGRID3
* xyz 0 1
C 0.110 0.284 -0.384
C -0.230 -0.561 0.750
N -0.483 -1.228 1.651
H 1.118 0.678 -0.257
H -0.591 1.113 -0.450
H 0.076 -0.285 -1.310
*
```

Summary:
**ΔE to the lowest compared entry with this formula, charge and spin**: 0.0 kJ/mol
**SMILES**: CC#N
**LUMO**: 0.0295 hartree
**Kohn-Sham gap**: 12.64 eV

=====

ORCA calculation (the ωB97M-V functional and the def2-TZVPD basis) on C5H9N in the gas phase at a distorted geometry.

Structure (ORCA input):
```
! RIJCOSX wB97M-V def2-TZVPD def2/J DEFGRID3
* xyz 0 1
C -1.502 1.145 -1.402
C -0.341 0.107 -1.313
C -0.349 -1.003 -0.267
C 0.094 -0.792 1.045
N 1.428 -0.920 1.185
C 2.047 -0.316 2.133
H -2.307 0.575 -1.870
H -1.694 1.515 -0.395
H -1.398 1.966 -2.139
H -0.231 -0.360 -2.285
H 0.577 0.652 -1.002
H -0.305 -2.018 -0.669
H -0.571 -0.462 1.848
H 2.812 -0.810 2.716
H 1.741 0.722 2.414
*
```

Summary:
**ΔE to the lowest compared entry with this formula, charge and spin**: 507.3 kJ/mol
**SMILES**: C=N/C=C\CC
**LUMO**: -0.0255 hartree
**Kohn-Sham gap**: 6.06 eV

=====

ORCA calculation (the ωB97M-V functional and the def2-TZVPD basis) on 2 unconnected molecules or ions with the total composition CH6OS2 at a distorted geometry.

Structure (ORCA input):
```
! RIJCOSX wB97M-V def2-TZVPD def2/J DEFGRID3
* xyz 0 1
S -2.241 -2.100 -0.170
S -0.356 -1.680 0.689
C 0.000 0.000 0.000
H -3.038 -1.288 0.557
H 0.089 -0.013 -1.099
H 0.994 0.207 0.431
H -0.685 0.815 0.288
O 0.407 2.586 2.427
H -0.337 1.968 2.607
H -0.021 3.380 2.032
*
```

Summary:
**ΔE to the lowest compared entry with this formula, charge and spin**: 14.5 kJ/mol
**SMILES**: CSS.O
**LUMO**: 0.0168 hartree
**Kohn-Sham gap**: 9.55 eV

=====

ORCA calculation (the ωB97M-V functional and the def2-TZVPD basis) on a molecular structure, C21H13N7PdS3.

Structure (ORCA input):
```
! RIJCOSX wB97M-V def2-TZVPD def2/J DEFGRID3
* xyz -2 1
Pd -1.619 -0.761 -1.076
S -1.483 -0.474 -3.517
C -2.671 0.557 -2.797
S -2.164 1.595 -1.488
C -4.012 0.524 -3.215
C -5.021 1.336 -2.634
N -5.880 1.977 -2.197
C -4.452 -0.329 -4.265
N -4.841 -0.979 -5.139
N -5.944 -0.263 6.956
C -5.440 -0.582 5.969
C -4.824 -0.985 4.745
C -5.424 -1.954 3.935
C -4.831 -2.366 2.765
C -3.595 -1.821 2.349
C -3.004 -0.829 3.164
C -3.605 -0.431 4.333
N -2.978 -2.245 1.222
C -3.427 -3.215 0.313
C -2.435 -3.413 -0.573
N -1.302 -2.655 -0.281
C -1.685 -1.822 0.744
H -6.370 -2.386 4.236
H -5.319 -3.118 2.164
H -2.067 -0.381 2.876
H -3.128 0.326 4.943
H -4.427 -3.608 0.327
H -2.456 -4.056 -1.439
H -0.968 -1.517 1.498
N -1.355 1.803 1.548
C -0.458 1.698 2.527
N 0.163 0.608 2.865
C 0.983 0.827 3.949
C 1.780 -0.140 4.560
C 2.556 0.208 5.652
C 2.556 1.509 6.153
C 1.769 2.485 5.559
C 0.991 2.135 4.467
S -0.085 3.126 3.521
H -1.477 1.059 0.853
H -1.720 2.699 1.277
H 1.774 -1.148 4.166
H 3.173 -0.546 6.127
H 3.169 1.761 7.009
H 1.762 3.498 5.942
*
```

Summary:
**ΔE to the lowest compared entry with this formula, charge and spin**: 47.3 kJ/mol
**LUMO**: 0.1400 hartree
**Kohn-Sham gap**: 4.80 eV

=====

ORCA calculation (the ωB97M-V functional and the def2-TZVPD basis) on 2 unconnected molecules or ions with the total composition C3H5F3S at a distorted geometry.

Structure (ORCA input):
```
! RIJCOSX wB97M-V def2-TZVPD def2/J DEFGRID3
* xyz 0 1
C -0.488 -0.320 -0.058
C 0.754 0.601 -0.815
C -0.040 -0.829 1.283
H -1.138 1.727 -1.497
H -0.539 -1.308 -0.584
H 1.758 0.093 -0.770
H 0.528 1.596 -0.325
H -0.837 -1.247 1.963
F 0.484 0.789 -2.161
F 0.802 0.183 1.896
F 0.743 -1.938 1.027
S -2.024 0.653 0.042
*
```

Summary:
**ΔE to the lowest compared entry with this formula, charge and spin**: 333.1 kJ/mol
**LUMO**: -0.0494 hartree
**Kohn-Sham gap**: 8.23 eV

=====

ORCA calculation (the ωB97M-V functional and the def2-TZVPD basis) on a molecular structure, C14H14N6O7RuS at a distorted geometry.

Structure (ORCA input):
```
! RIJCOSX wB97M-V def2-TZVPD def2/J DEFGRID3
* xyz 0 5
Ru 0.276 -0.950 1.379
C -1.209 2.943 -4.307
C -0.437 2.654 -3.042
C 0.900 2.291 -3.154
C 1.573 1.937 -2.000
C 1.016 2.197 -0.756
C -0.317 2.550 -0.601
C -1.015 2.776 -1.785
S 1.938 1.677 0.731
O 1.198 2.147 1.884
O 3.321 1.910 0.555
N 1.756 0.008 0.664
C 2.697 -0.782 -0.183
C 2.569 -2.195 0.290
O 3.314 -3.104 -0.019
O 1.474 -2.423 1.084
H -0.764 3.683 -4.931
H -2.233 3.170 -4.159
H -1.310 1.979 -4.866
H 1.430 2.176 -4.044
H 2.591 1.609 -2.026
H -0.772 2.650 0.332
H -2.057 2.985 -1.733
H 3.670 -0.371 -0.206
H 2.176 -0.782 -1.211
N 0.464 -0.129 3.599
N -0.639 0.765 3.733
C -1.350 1.180 2.572
O -2.049 2.164 2.529
O -1.217 0.327 1.548
H 0.446 -0.734 4.387
H 1.334 0.352 3.560
H -0.657 1.535 4.368
N -2.350 -4.315 1.997
C -1.606 -3.362 1.373
O -1.036 -2.496 2.108
C -1.654 -3.274 -0.025
C -0.869 -2.354 -0.789
N -0.089 -1.660 -1.312
C -2.441 -4.237 -0.783
N -2.984 -5.120 -1.263
H -2.357 -4.268 2.975
H -2.734 -5.111 1.527
*
```

Summary:
**ΔE to the lowest compared entry with this formula, charge and spin**: 0.0 kJ/mol
**LUMO (alpha / beta)**: -0.0275 / -0.1153 hartree
**Kohn-Sham gap (alpha / beta)**: 8.03 / 5.61 eV
**Expectation value of S²**: 6.02

=====

ORCA calculation (the ωB97M-V functional and the def2-TZVPD basis) on a molecular structure, C37H34N3O5PRuS2Te2 at a distorted geometry.

Structure (ORCA input):
```
! RIJCOSX wB97M-V def2-TZVPD def2/J DEFGRID3
* xyz -1 2
Ru 0.130 -1.123 0.667
S -0.222 -2.983 2.115
C 0.003 -4.027 0.766
S 0.064 -3.127 -0.688
C 0.149 -5.395 0.834
C 0.097 -6.088 2.083
N 0.056 -6.649 3.088
C 0.357 -6.163 -0.354
N 0.526 -6.778 -1.314
C -0.674 5.480 -2.313
C -0.319 4.089 -1.855
C 0.651 3.327 -2.506
C 0.980 2.044 -2.111
C 2.058 1.348 -2.872
O 2.939 1.986 -3.416
C 2.011 -0.135 -3.059
C 0.812 -0.769 -3.357
C 0.786 -2.131 -3.616
C 1.962 -2.866 -3.559
C 3.163 -2.231 -3.267
C 3.191 -0.865 -3.030
C 0.387 1.471 -0.952
O 0.842 0.377 -0.461
C -0.626 2.232 -0.299
C -0.946 3.510 -0.766
C -1.297 1.707 0.893
N -0.965 0.602 1.468
C -1.703 0.125 2.639
C -2.953 -0.590 2.163
Te -2.363 -1.903 0.580
C -3.203 -0.739 -0.981
C -4.585 -0.727 -1.159
C -5.151 0.046 -2.164
C -4.334 0.807 -2.995
C -2.956 0.774 -2.832
C -2.394 -0.012 -1.834
C -2.434 2.528 1.431
C -3.648 2.545 0.751
C -4.711 3.286 1.246
C -4.566 4.023 2.415
C -3.350 4.021 3.083
C -2.287 3.275 2.593
H 0.055 5.847 -3.035
H -0.694 6.180 -1.476
H -1.657 5.516 -2.790
H 1.181 3.735 -3.360
H -0.101 -0.186 -3.420
H -0.151 -2.622 -3.846
H 1.940 -3.934 -3.738
H 4.081 -2.804 -3.227
H 4.119 -0.352 -2.811
H -1.701 4.084 -0.242
H -1.952 0.911 3.354
H -1.037 -0.569 3.150
H -3.710 0.074 1.748
H -3.394 -1.177 2.969
H -5.230 -1.307 -0.507
H -6.225 0.054 -2.299
H -4.773 1.420 -3.772
H -2.311 1.371 -3.466
H -1.323 -0.065 -1.719
H -3.755 1.984 -0.171
H -5.652 3.293 0.711
H -5.394 4.604 2.797
H -3.224 4.603 3.988
H -1.332 3.284 3.103
C 3.475 -3.813 -0.061
C 3.765 -2.464 0.548
O 2.567 -1.946 1.170
P 2.752 -0.614 2.109
O 1.322 -0.453 2.606
Te 3.920 1.128 1.025
O 3.635 -1.209 3.311
C 5.003 -0.934 3.617
C 5.105 0.133 4.682
H 4.376 -4.178 -0.559
H 2.677 -3.747 -0.799
H 3.181 -4.536 0.700
H 4.115 -1.742 -0.193
H 4.526 -2.555 1.328
H 5.530 -0.630 2.710
H 5.418 -1.881 3.968
H 4.794 1.096 4.276
H 6.136 0.214 5.032
H 4.466 -0.116 5.530
*
```

Summary:
**ΔE to the lowest compared entry with this formula, charge and spin**: 145.9 kJ/mol
**LUMO (alpha / beta)**: 0.0610 / 0.0607 hartree
**Kohn-Sham gap (alpha / beta)**: 6.25 / 6.24 eV
**Expectation value of S²**: 0.76

=====

ORCA calculation (the ωB97M-V functional and the def2-TZVPD basis) on a molecular structure, C23H65I2N15O6P5 at a distorted geometry.

Structure (ORCA input):
```
! RIJCOSX wB97M-V def2-TZVPD def2/J DEFGRID3
* xyz 1 1
C 2.307 -2.733 3.637
C 2.460 -2.127 2.113
I 3.523 -0.217 1.800
C 1.843 -2.868 0.940
I 2.062 -1.998 -1.103
N 1.147 -4.167 1.230
N 1.947 -5.327 1.105
C -0.139 -4.388 1.623
N -0.734 -5.777 1.936
C -2.156 -5.401 2.291
P -3.483 -6.736 2.765
O -2.984 -8.222 2.424
O -5.025 -6.486 1.986
O -3.710 -6.568 4.518
N -2.395 -3.900 2.222
N -1.185 -3.331 1.815
P -1.255 -1.576 1.609
N -2.108 -0.987 2.895
H 2.876 -3.774 3.725
H 1.147 -2.918 3.818
H 2.693 -1.956 4.455
H 1.483 -5.980 0.427
H 1.911 -5.825 2.046
H -5.324 -5.567 2.308
H -3.370 -5.631 4.726
H -3.300 -3.395 2.403
H 0.008 -0.884 1.634
H -2.076 -1.243 0.439
H -1.465 -0.296 3.385
O 1.695 -2.445 -4.628
P 1.348 -2.298 -6.129
N 0.658 -3.844 -6.164
C 0.879 -4.961 -7.054
C -0.726 -3.880 -5.688
N 3.015 -2.260 -6.566
C 3.811 -3.476 -6.705
C 3.811 -1.320 -5.752
N 0.949 -2.128 -7.856
C 1.740 -2.564 -9.003
C 0.555 -0.730 -8.095
H 0.329 -4.853 -7.994
H 0.552 -5.900 -6.593
H 1.931 -5.132 -7.277
H -1.412 -3.516 -6.459
H -0.848 -3.253 -4.799
H -1.032 -4.891 -5.395
H 3.710 -4.135 -5.835
H 4.874 -3.247 -6.839
H 3.552 -4.019 -7.608
H 4.087 -1.757 -4.783
H 3.254 -0.399 -5.562
H 4.733 -1.038 -6.269
H 2.679 -2.011 -9.110
H 1.169 -2.416 -9.928
H 1.962 -3.630 -8.986
H 1.426 -0.065 -8.052
H -0.158 -0.402 -7.330
H 0.061 -0.607 -9.064
O 4.507 3.752 2.469
P 5.097 4.411 3.740
N 4.101 3.474 4.739
C 3.215 3.851 5.816
C 4.627 2.134 5.001
N 4.432 5.944 3.319
C 3.040 6.289 3.593
C 4.701 6.334 1.921
N 5.776 5.169 5.201
C 5.258 6.320 5.933
C 7.210 5.402 4.966
H 3.755 4.016 6.754
H 2.471 3.069 6.003
H 2.617 4.733 5.593
H 5.418 2.167 5.758
H 5.047 1.695 4.090
H 3.845 1.445 5.341
H 2.347 5.517 3.238
H 2.762 7.240 3.123
H 2.875 6.470 4.650
H 4.003 5.853 1.224
H 5.717 6.058 1.628
H 4.612 7.418 1.792
H 5.312 7.252 5.360
H 5.839 6.472 6.851
H 4.234 6.181 6.277
H 7.363 6.225 4.258
H 7.676 4.504 4.545
H 7.743 5.630 5.895
O -4.388 -0.243 0.480
P -5.600 0.628 0.067
N -4.612 1.627 -0.878
C -4.472 3.065 -0.910
C -4.344 1.093 -2.214
N -5.821 1.182 1.684
C -5.028 2.270 2.249
C -5.820 0.092 2.680
N -6.993 1.629 -0.407
C -7.465 2.859 0.222
C -8.155 0.740 -0.570
H -5.265 3.543 -1.492
H -3.517 3.355 -1.362
H -4.439 3.517 0.081
H -5.201 1.250 -2.876
H -4.142 0.017 -2.170
H -3.459 1.552 -2.670
H -3.953 2.120 2.093
H -5.205 2.379 3.325
H -5.326 3.231 1.843
H -4.800 -0.220 2.939
H -6.357 -0.782 2.303
H -6.322 0.404 3.602
H -7.855 2.700 1.233
H -8.277 3.295 -0.374
H -6.705 3.638 0.259
H -8.519 0.388 0.403
H -7.880 -0.137 -1.165
H -8.977 1.237 -1.097
*
```

Summary:
**LUMO**: -0.1660 hartree
**Kohn-Sham gap**: 4.94 eV

=====

ORCA calculation (the ωB97M-V functional and the def2-TZVPD basis) on 2 unconnected molecules or ions with the total composition C2H3NO2S at a distorted geometry.

Structure (ORCA input):
```
! RIJCOSX wB97M-V def2-TZVPD def2/J DEFGRID3
* xyz 0 1
C 0.734 -0.805 -0.417
C -0.673 -1.107 -0.192
N 0.373 1.731 0.624
O -0.836 1.794 0.729
O 1.177 2.626 0.802
S 2.246 -0.806 -0.791
H -1.216 -0.124 -0.262
H -1.063 -1.559 -1.134
H -0.743 -1.751 0.641
*
```

Summary:
**ΔE to the lowest compared entry with this formula, charge and spin**: 623.5 kJ/mol
**LUMO (alpha / beta)**: -0.0335 / -0.0553 hartree
**Kohn-Sham gap (alpha / beta)**: 7.98 / 5.66 eV

=====

ORCA calculation (the ωB97M-V functional and the def2-TZVPD basis) on a gas-phase ion, C7H11N3O4 (charge +2) at a distorted geometry.

Structure (ORCA input):
```
! RIJCOSX wB97M-V def2-TZVPD def2/J DEFGRID3
* xyz 2 1
C -3.861 0.500 0.412
C -0.922 -1.454 -0.052
C -1.807 -0.416 0.168
C 1.355 0.684 0.214
C 0.860 -3.078 -0.426
C 1.915 3.034 -0.068
C 1.386 -0.635 -0.511
N -3.352 -0.631 0.400
N -1.752 0.932 -0.049
N 0.365 -1.637 -0.199
O 1.028 0.835 1.458
O -0.879 1.715 -0.274
O -3.028 1.522 0.166
O 1.794 1.657 -0.445
H -4.967 0.634 0.451
H -1.372 -2.463 0.026
H 1.597 -3.262 0.335
H -0.041 -3.845 -0.257
H 1.310 -3.175 -1.356
H 1.430 3.580 -0.875
H 2.829 3.458 -0.196
H 1.435 3.225 0.808
H 2.407 -1.042 -0.261
H 1.329 -0.353 -1.597
H 0.943 0.215 2.127
*
```

Summary:
**ΔE to the lowest compared entry with this formula, charge and spin**: 382.4 kJ/mol
**LUMO (alpha / beta)**: -0.3529 / -0.3530 hartree
**Kohn-Sham gap (alpha / beta)**: 8.16 / 8.16 eV

=====

ORCA calculation (the ωB97M-V functional and the def2-TZVPD basis) on a molecular structure, C36H34N11OPdS at a distorted geometry.

Structure (ORCA input):
```
! RIJCOSX wB97M-V def2-TZVPD def2/J DEFGRID3
* xyz 1 3
Pd -0.704 1.825 -0.762
N -4.769 -0.048 -1.011
C -4.859 -1.406 -0.824
C -6.090 -2.010 -0.569
C -6.165 -3.369 -0.348
C -5.021 -4.162 -0.381
C -3.796 -3.585 -0.643
C -3.712 -2.219 -0.871
S -2.206 -1.500 -1.413
N -2.404 0.113 -1.180
C -3.595 0.685 -0.949
C -3.645 2.075 -0.673
C -4.847 2.828 -0.640
C -4.824 4.167 -0.378
C -3.595 4.793 -0.100
C -2.454 4.026 -0.151
N -2.455 2.725 -0.435
H -5.639 0.462 -0.999
H -6.985 -1.408 -0.537
H -7.119 -3.821 -0.137
H -5.093 -5.225 -0.216
H -2.901 -4.183 -0.691
H -5.792 2.352 -0.843
H -5.732 4.750 -0.389
H -3.548 5.841 0.140
H -1.479 4.473 0.044
C 0.186 0.857 5.009
N -0.280 0.940 3.651
C 0.285 1.479 2.563
N -0.532 1.347 1.530
C -1.606 0.710 2.056
N -1.476 0.452 3.329
C 1.497 0.128 5.187
C 2.163 0.267 6.402
C 3.356 -0.396 6.631
C 3.899 -1.210 5.656
C 3.235 -1.355 4.442
C 2.035 -0.686 4.206
C 3.793 -2.202 3.409
N 4.537 -3.256 3.555
N 4.808 -3.729 2.334
C 4.237 -2.938 1.478
O 3.560 -1.940 2.100
C 4.307 -2.973 0.035
C 4.602 -4.145 -0.656
C 4.672 -4.118 -2.037
C 4.460 -2.936 -2.731
C 4.179 -1.762 -2.042
C 3.979 -0.456 -2.770
N 3.015 0.376 -2.097
C 1.776 0.061 -1.699
N 1.226 1.117 -1.118
C 2.196 2.062 -1.179
N 3.285 1.633 -1.760
C 4.100 -1.787 -0.660
H -0.606 0.329 5.552
H 0.271 1.868 5.421
H 1.256 1.933 2.553
H -2.483 0.446 1.499
H 1.739 0.895 7.170
H 3.866 -0.270 7.573
H 4.831 -1.730 5.809
H 1.528 -0.832 3.263
H 4.767 -5.055 -0.104
H 4.888 -5.024 -2.583
H 4.522 -2.924 -3.809
H 3.654 -0.634 -3.801
H 4.914 0.114 -2.792
H 1.333 -0.906 -1.830
H 2.081 3.058 -0.794
H 3.898 -0.882 -0.106
C -0.508 0.547 -3.986
C -0.097 2.010 -3.794
C -0.375 2.779 -5.092
C -0.873 2.658 -2.661
H 0.165 0.043 -4.675
H -1.511 0.507 -4.402
H -0.510 0.023 -3.031
H 0.982 2.086 -3.603
H -1.420 2.681 -5.376
H 0.243 2.372 -5.888
H -0.151 3.837 -4.972
H -1.940 2.658 -2.919
H -0.528 3.691 -2.493
*
```

Summary:
**ΔE to the lowest compared entry with this formula, charge and spin**: 48.6 kJ/mol
**LUMO (alpha / beta)**: -0.0728 / -0.1774 hartree
**Kohn-Sham gap (alpha / beta)**: 6.51 / 5.22 eV
**Expectation value of S²**: 2.02

=====

Asked for energy across the records above, the calculation gives -401.6927 -132.7517 -250.4737 -913.2969 -2513.8884 -814.9543 -1890.1183 -3739.6476 -4489.3228 -681.2218 -737.7033 -2595.6235 a.u. in order.
Asked for M across the records above, the calculation gives 116.1 41.1 83.1 98.2 566.0 130.1 511.4 1052.1 1056.6 105.1 201.2 775.2 g mol⁻¹ in order.